{"formula": "C23H34BrN5O2Se2Si2W", "method": "ωB97M-V with the def2-TZVPD basis set", "lumo_ha": -0.0248, "homo_energy_ev": -7.77, "e_above_lowest_kcal_mol": 0.00, "orbital_gap_ev": 7.1, "elements": ["W", "C", "C", "C", "C", "C", "Br", "N", "C", "H", "H", "H", "H", "H", "H", "C", "C", "C", "C", "C", "C", "N", "N", "Si", "C", "C", "C", "H", "H", "H", "H", "H", "H", "H", "H", "H", "H", "H", "H", "H", "H", "H", "O", "C", "C", "C", "C", "O", "N", "H", "H", "H", "H", "C", "Si", "C", "C", "Se", "H", "H", "H", "H", "H", "H", "H", "H", "H", "Se", "C", "N"], "positions_angstrom": [[0.0110, -0.2382, 0.5940], [3.2822, 4.1531, 2.5506], [2.6222, 2.8172, 2.3683], [2.6926, 1.8303, 3.3754], [2.0392, 0.6209, 3.2758], [1.3457, 0.4250, 2.0871], [-1.2515, 0.3684, 2.8830], [1.3346, 1.3166, 1.1556], [1.8970, 2.5295, 1.2335], [4.3252, 4.0381, 2.8472], [2.7753, 4.7259, 3.3287], [3.2488, 4.7361, 1.6319], [3.2579, 2.0553, 4.2731], [2.0348, -0.1094, 4.0711], [1.7472, 3.2200, 0.4139], [3.3205, -2.0270, 1.6548], [3.1671, -1.4901, 0.2631], [4.1942, -1.5856, -0.6533], [4.0354, -1.0233, -1.9229], [2.8687, -0.3969, -2.2835], [1.8343, -0.3527, -1.3323], [2.0241, -0.8885, -0.1026], [0.5977, 0.1670, -1.3895], [-0.0991, 0.9359, -2.8424], [0.6224, 2.6570, -2.9456], [-1.9553, 0.9525, -2.8395], [0.4220, -0.0429, -4.3581], [3.8439, -1.2973, 2.2755], [3.9230, -2.9345, 1.6358], [2.3615, -2.2363, 2.1203], [5.1120, -2.0828, -0.3736], [4.8481, -1.0828, -2.6361], [2.7388, 0.0419, -3.2588], [0.2673, 3.3000, -2.1379], [0.3421, 3.1299, -3.8905], [1.7152, 2.6217, -2.9055], [-2.4012, 1.4985, -2.0115], [-2.3468, -0.0653, -2.8298], [-2.2654, 1.4299, -3.7746], [1.3512, 0.3065, -4.8108], [-0.3624, 0.0694, -5.1109], [0.5060, -1.1071, -4.1342], [-0.3842, -2.8261, -2.5679], [-0.3002, -3.1209, -1.4090], [-0.4109, -4.5289, -0.8112], [-0.2065, -4.3574, 0.7017], [-0.0306, -2.8786, 0.8015], [0.1167, -2.1182, 1.7967], [-0.0724, -2.2471, -0.3470], [0.3285, -5.1741, -1.2827], [-1.3983, -4.9154, -1.0603], [0.6691, -4.8753, 1.0940], [-1.0683, -4.6542, 1.2994], [-4.1567, 1.8760, 1.1244], [-4.2515, 0.0192, 1.0421], [-4.7119, -0.7222, 2.6960], [-5.5767, -0.4683, -0.1952], [-2.4616, -1.0856, 0.1037], [-5.1251, 2.2466, 1.4751], [-3.9688, 2.3167, 0.1444], [-3.3893, 2.2275, 1.8123], [-5.6982, -0.3546, 2.9949], [-3.9945, -0.4659, 3.4733], [-4.7638, -1.8101, 2.6229], [-6.5524, -0.1087, 0.1436], [-5.6390, -1.5521, -0.3098], [-5.3736, -0.0357, -1.1763], [-1.4245, 4.4220, 0.0652], [-1.1796, 2.6799, 0.1198], [-1.0029, 1.5256, 0.1535]]}



{"formula": "C23H34ClNO22PS", "method": "ωB97M-V with the def2-TZVPD basis set", "lumo_ha": 0.0622, "homo_energy_ev": -5.02, "charge": -1, "orbital_gap_ev": 6.7, "elements": ["C", "C", "O", "O", "C", "C", "C", "C", "N", "Cl", "C", "S", "C", "O", "O", "P", "O", "O", "O", "H", "H", "H", "H", "H", "H", "H", "H", "H", "H", "H", "H", "H", "H", "C", "C", "O", "C", "O", "O", "H", "H", "H", "H", "C", "C", "O", "C", "O", "O", "H", "H", "H", "H", "C", "C", "O", "C", "O", "O", "H", "H", "H", "H", "C", "C", "O", "C", "O", "O", "H", "H", "H", "H", "C", "C", "O", "C", "O", "O", "H", "H", "H", "H"], "positions_angstrom": [[3.0296, 4.1084, 1.1175], [3.7687, 3.4497, -0.1581], [4.8853, 3.8618, -0.5854], [3.2040, 2.3389, -0.8732], [3.7770, 1.1352, -0.2272], [2.4902, 0.1927, 0.1007], [1.6210, 0.7902, 1.3097], [0.2856, -0.0208, 1.6641], [-0.7607, -0.0577, 0.6197], [-0.4974, -1.2240, -0.6061], [-1.2282, 1.2623, 0.1368], [-1.3720, 2.5853, 1.4505], [-0.4220, 1.9062, -1.0948], [-0.3932, 1.4847, -2.2884], [0.2772, 3.0901, -0.8259], [-3.0348, 0.9952, -0.4835], [-3.1139, 0.3127, -1.8472], [-3.7054, 2.5772, -0.6103], [-3.9208, 0.0569, 0.6424], [3.7219, 4.9462, 1.4775], [2.0139, 4.5457, 0.8446], [2.9237, 3.3330, 1.9492], [4.3607, 0.6032, -1.0549], [4.3926, 1.3784, 0.7003], [2.9080, -0.8218, 0.4067], [1.9150, 0.1387, -0.8977], [1.4700, 1.9062, 1.1212], [2.2985, 0.7241, 2.2483], [-0.0749, 0.3530, 2.6909], [0.6078, -1.1102, 1.8541], [-0.2312, 2.6185, 2.2334], [-2.9461, 3.0993, -0.9867], [-4.3019, 0.7185, 1.2786], [3.8841, -5.0047, 1.6412], [4.9239, -4.0994, 1.0526], [4.3069, -2.8219, 1.1117], [3.3682, -2.8734, 2.0960], [2.7818, -1.9208, 2.5186], [3.1847, -4.1505, 2.5361], [4.3208, -5.8512, 2.1738], [3.1828, -5.3805, 0.8905], [5.8431, -4.0761, 1.6457], [5.1728, -4.3633, 0.0238], [-6.6652, -1.5674, 0.9093], [-7.1772, -2.5835, 1.8840], [-7.6325, -1.7853, 2.9681], [-7.9066, -0.5479, 2.4680], [-8.4663, 0.3177, 3.0777], [-7.4637, -0.4236, 1.1878], [-6.7896, -1.8846, -0.1270], [-5.6151, -1.3157, 1.0793], [-8.0209, -3.1568, 1.4877], [-6.4004, -3.2765, 2.2104], [1.1789, -0.2661, -4.9467], [0.2360, -1.3950, -5.2253], [1.1016, -2.5216, -5.3083], [2.2260, -2.2148, -4.6051], [3.0887, -3.0031, -4.3323], [2.2449, -0.9029, -4.2518], [0.7240, 0.5140, -4.3322], [1.5740, 0.1862, -5.8617], [-0.4770, -1.5551, -4.4115], [-0.3150, -1.2581, -6.1570], [0.8937, 5.6713, -4.0763], [-0.3781, 5.0011, -3.6596], [-1.3294, 6.0609, -3.7074], [-0.8468, 6.9936, -4.5698], [-1.4738, 7.9357, -4.9693], [0.4393, 6.7219, -4.9234], [1.5623, 4.9988, -4.6153], [1.4342, 6.1071, -3.2311], [-0.6867, 4.2173, -4.3573], [-0.3162, 4.5765, -2.6545], [0.4240, -4.6106, 4.6126], [-1.0224, -4.6397, 5.0066], [-1.3929, -3.2698, 4.9658], [-0.5244, -2.6448, 4.1210], [-0.6525, -1.5222, 3.7301], [0.5060, -3.4649, 3.7791], [0.7271, -5.5075, 4.0702], [1.0892, -4.4722, 5.4702], [-1.6394, -5.1945, 4.2934], [-1.1750, -5.0540, 6.0045]]}



{"formula": "C23H34IIrN2O2S3Si2Te", "method": "ωB97M-V with the def2-TZVPD basis set", "lumo_ha": [-0.1315, -0.2239], "homo_energy_ev": [-10.97, -10.88], "s2": 0.794, "e_above_lowest_kcal_mol": 7.24, "charge": 1, "spin_multiplicity": 2, "orbital_gap_ev": [7.4, 4.8], "elements": ["Ir", "C", "C", "N", "C", "C", "C", "O", "C", "C", "N", "C", "C", "C", "C", "C", "C", "I", "C", "O", "H", "H", "H", "H", "H", "H", "H", "H", "H", "H", "H", "H", "S", "C", "S", "S", "C", "Si", "C", "C", "C", "Te", "C", "Si", "C", "C", "C", "H", "H", "H", "H", "H", "H", "H", "H", "H", "H", "H", "H", "H", "H", "H", "H", "H", "H", "H", "H", "H", "H"], "positions_angstrom": [[0.7128, 1.0356, -1.8048], [3.3654, -1.8090, 0.8929], [2.9321, -0.5143, 1.5017], [3.3620, -0.2063, 2.6928], [2.9913, 0.9626, 3.2632], [2.1584, 1.8586, 2.6653], [1.7769, 3.1184, 3.4029], [2.0606, 4.3093, 2.6796], [1.6594, 1.5584, 1.3584], [0.7335, 2.4884, 0.7895], [0.1399, 2.4249, -0.3611], [-0.8594, 3.4184, -0.6488], [-1.5287, 4.1108, 0.3651], [-2.4602, 5.0896, 0.0713], [-2.7739, 5.3977, -1.2438], [-2.1660, 4.6924, -2.2671], [-1.2367, 3.7131, -1.9581], [-0.4241, 2.5993, -3.5221], [2.0602, 0.3562, 0.7522], [1.7152, -0.0784, -0.4311], [4.0210, -2.3239, 1.5895], [3.8897, -1.6383, -0.0488], [2.5050, -2.4420, 0.6669], [3.3965, 1.1542, 4.2495], [2.2716, 3.1185, 4.3764], [0.7018, 3.1433, 3.5995], [3.0155, 4.4251, 2.6298], [0.5159, 3.3513, 1.4030], [-1.3436, 3.8712, 1.4020], [-2.9546, 5.6057, 0.8827], [-3.5028, 6.1620, -1.4738], [-2.4215, 4.8967, -3.2982], [4.2187, 0.4133, -4.6582], [2.9703, 0.5741, -3.6569], [2.9152, 1.6405, -2.2709], [1.4559, -0.2622, -3.6553], [-2.3371, 0.9902, 1.9996], [-2.4783, -0.8522, 1.7207], [-4.1295, -1.2726, 0.9669], [-2.1517, -1.7946, 3.2914], [-1.1095, -1.3580, 0.5092], [-1.3013, -0.5398, -1.4402], [-0.9676, -2.3082, -2.5716], [0.3443, -3.6851, -2.2957], [-0.1018, -4.6095, -0.7293], [2.1186, -3.1417, -2.2110], [0.0539, -4.7740, -3.7810], [-3.1690, 1.3558, 2.6057], [-2.3622, 1.5374, 1.0531], [-1.4072, 1.2311, 2.5215], [-4.9381, -1.0559, 1.6681], [-4.1938, -2.3333, 0.7139], [-4.3211, -0.6949, 0.0597], [-2.8902, -1.5456, 4.0565], [-1.1634, -1.5612, 3.6937], [-2.2001, -2.8727, 3.1256], [-1.1163, -2.4361, 0.3545], [-0.1227, -1.0856, 0.8799], [-0.9349, -1.9647, -3.6088], [-1.9366, -2.8043, -2.4497], [0.2429, -4.1049, 0.1748], [0.3890, -5.5859, -0.7501], [-1.1756, -4.7905, -0.6395], [2.2447, -2.2340, -1.6228], [2.5297, -2.9614, -3.2044], [2.7019, -3.9405, -1.7439], [-0.9808, -5.1157, -3.8477], [0.6921, -5.6591, -3.7281], [0.2981, -4.2477, -4.7062]]}



{"formula": "C23H34MoNO2P2Te", "method": "ωB97M-V with the def2-TZVPD basis set", "lumo_ha": [-0.1831, -0.1830], "homo_energy_ev": [-9.70, -9.72], "s2": 2.175, "charge": 1, "spin_multiplicity": 3, "orbital_gap_ev": [4.7, 4.7], "elements": ["C", "C", "N", "C", "C", "C", "C", "P", "Mo", "P", "C", "C", "C", "C", "C", "C", "C", "O", "O", "H", "H", "H", "C", "C", "H", "H", "H", "H", "C", "C", "H", "H", "H", "H", "H", "H", "H", "H", "H", "H", "H", "H", "H", "H", "H", "H", "H", "H", "H", "H", "H", "H", "Te", "C", "C", "C", "C", "C", "C", "H", "H", "H", "H", "H"], "positions_angstrom": [[-0.6744, 3.9218, -2.3345], [-0.9285, 2.6257, -1.7773], [-0.1981, 2.2948, -0.6342], [0.8309, 3.0650, -0.2064], [1.0133, 4.3798, -0.6731], [0.2349, 4.8050, -1.7708], [-1.9528, 1.7170, -2.1451], [-2.3861, 0.2185, -1.2760], [-0.4436, 0.2036, 0.1281], [2.0064, 0.6092, 0.5297], [1.7776, 2.4204, 0.7982], [-0.1466, -2.0103, 0.0696], [-1.1928, -2.7926, 0.5562], [-1.1155, -4.1845, 0.5796], [0.0072, -4.8400, 0.0789], [1.0587, -4.0909, -0.4880], [0.9695, -2.6775, -0.5040], [-0.9628, 1.7260, -6.7042], [1.3133, -2.5674, -5.0185], [-1.2751, 4.2218, -3.1832], [1.8111, 4.9883, -0.2099], [0.3843, 5.8189, -2.1612], [-4.1108, 0.5239, -0.6937], [-2.6088, -1.0756, -2.5425], [2.8026, 2.8413, 0.7077], [1.4161, 2.5467, 1.8406], [-1.3967, 1.0823, -6.0724], [-2.6379, 2.0535, -2.9461], [2.6626, -0.0789, 2.0223], [3.3224, 0.4886, -0.7141], [-2.0945, -2.3053, 0.8765], [-1.9378, -4.7770, 0.9495], [0.0916, -5.9305, 0.0716], [1.9725, -4.5814, -0.9133], [1.7638, -2.1256, -1.0580], [1.0130, -0.0916, -0.8260], [0.6436, -2.4171, -4.2715], [1.9440, -1.7821, -5.0785], [-0.0007, 1.5611, -6.4781], [0.2752, 0.4010, -1.2985], [-4.7728, 0.7550, -1.5475], [-4.4417, -0.4216, -0.2324], [-4.1368, 1.3484, 0.0407], [-3.4082, -0.8296, -3.2612], [-1.6455, -1.2084, -3.0573], [-2.8924, -1.9663, -1.9650], [4.1939, 1.0076, -0.2941], [3.5882, -0.5621, -0.9016], [3.0360, 0.9653, -1.6632], [3.6191, 0.4165, 2.2197], [1.9789, 0.0780, 2.8611], [2.8283, -1.1507, 1.8868], [-1.7969, 0.9581, 2.2617], [-0.6442, 0.0717, 3.8179], [-0.3229, 0.9552, 4.8605], [0.2442, 0.4391, 6.0239], [0.5132, -0.9353, 6.1164], [0.2565, -1.8001, 5.0409], [-0.3181, -1.2952, 3.8641], [-0.5247, 2.0200, 4.7358], [0.4701, 1.1237, 6.8396], [0.9440, -1.3442, 7.0318], [0.4964, -2.8677, 5.0935], [-0.5157, -1.9435, 2.9987]]}



| no. | largest force on an atom (eV/Å) | molar mass (g/mol) |
| --- | --- | --- |
| 1 | 0.18 | 890.394 |
| 2 | 6.83 | 775.004 |
| 3 | 1.26 | 969.631 |
| 4 | 3.88 | 642.018 |